The following is a DFT calculation (wB97M-V/def2-TZVPD) of 5 unconnected molecules or ions with the total composition C30H72N2 in a non-equilibrium geometry.

XYZ file:
```
104
Properties=species:S:1:pos:R:3:forces:R:3:mulliken_charge:R:1
H 106.709000 50.817000 74.371000 -0.68 0.52 0.61 0.408
H 117.137000 45.756000 73.703000 0.40 1.55 2.54 0.219
C 110.125000 46.484000 67.500000 -0.89 -1.20 1.22 -1.311
H 115.121000 54.801000 73.297000 -3.01 -0.63 -0.24 0.234
H 110.947000 46.127000 66.884000 0.43 -0.77 0.70 0.324
H 112.020000 48.481000 75.895000 1.32 0.08 0.33 -0.026
H 104.253000 51.415000 73.501000 -0.60 -0.35 0.30 0.298
C 115.814000 52.167000 76.094000 2.40 -1.13 -2.98 -1.814
C 106.680000 51.267000 72.275000 -1.59 -3.66 -0.80 -0.999
H 115.920000 51.400000 73.991000 0.38 0.59 0.41 0.168
H 110.574000 50.745000 73.057000 0.55 -0.41 -0.54 -0.049
H 113.348000 55.115000 72.590000 1.29 -0.95 -0.46 0.441
H 112.965000 47.737000 69.906000 -1.51 -1.50 0.48 0.227
H 113.688000 50.207000 72.720000 0.68 0.57 -2.13 0.561
C 115.505000 52.231000 74.607000 -1.10 0.35 -1.49 -0.040
H 114.705000 49.606000 74.057000 1.31 -0.80 -0.04 0.261
H 111.444000 47.613000 77.201000 -0.55 -0.37 0.52 0.473
H 104.279000 49.774000 72.746000 -0.26 0.31 0.93 0.278
H 112.505000 46.755000 72.376000 -1.33 0.70 0.93 -0.672
H 113.042000 49.161000 73.738000 -1.93 -2.78 0.66 0.234
H 116.918000 49.912000 75.623000 1.60 -2.12 0.87 -0.078
H 111.287000 45.683000 75.728000 -0.81 -1.38 0.18 0.624
H 109.714000 47.159000 66.801000 -1.26 0.64 -0.89 0.436
C 110.883000 46.799000 69.940000 1.16 -2.96 2.46 0.982
H 109.306000 45.633000 67.779000 2.19 2.01 -0.74 0.261
H 119.692000 51.428000 73.761000 0.47 0.05 -0.40 0.553
H 108.553000 51.768000 73.148000 -0.31 -0.19 -0.15 0.295
H 120.423000 49.027000 74.206000 0.59 -0.48 -1.31 0.549
C 117.662000 49.056000 76.114000 -3.23 1.60 2.59 0.697
H 115.326000 47.285000 77.888000 -0.44 0.26 0.51 0.410
H 108.392000 52.279000 71.619000 0.94 2.77 -2.86 0.603
H 114.289000 52.767000 72.302000 0.63 -1.13 -2.59 0.301
H 118.395000 50.499000 73.369000 -3.40 -0.50 -3.09 0.381
H 106.313000 50.798000 71.297000 0.46 -0.13 1.14 0.287
H 120.063000 49.894000 75.682000 0.20 -0.49 -1.45 0.371
C 104.594000 50.380000 73.626000 0.82 0.14 0.65 -1.136
C 112.372000 46.737000 70.122000 4.80 -0.72 -0.64 -0.804
C 113.697000 53.026000 73.101000 -1.12 1.13 4.24 -0.198
H 114.500000 48.877000 77.450000 -0.64 -2.65 0.37 -0.131
H 113.750000 47.754000 78.668000 -0.09 0.45 2.05 0.556
C 113.945000 54.476000 73.305000 1.08 6.29 1.39 -1.237
C 118.934000 50.761000 74.158000 2.96 3.56 3.84 -0.745
H 110.885000 50.928000 71.293000 0.77 0.78 -0.47 0.658
H 114.658000 45.874000 70.761000 1.81 -0.40 -0.71 0.497
H 115.277000 52.911000 76.412000 -3.47 4.31 2.22 0.818
H 113.238000 45.829000 77.350000 0.41 1.34 -0.27 0.321
H 104.341000 49.934000 74.649000 -0.23 0.60 -1.67 0.327
H 113.445000 55.249000 74.219000 1.47 -3.33 -1.46 0.226
H 111.040000 48.175000 68.433000 2.78 2.62 -1.23 0.669
C 112.064000 47.469000 76.332000 1.69 0.29 0.65 -0.525
H 110.321000 45.788000 72.956000 -2.04 0.79 1.22 0.133
H 115.872000 53.235000 74.252000 0.06 -1.30 0.15 0.110
C 108.153000 51.467000 72.150000 0.98 -3.86 3.94 -1.019
H 114.208000 46.612000 75.969000 -1.83 0.22 1.56 -0.122
H 106.446000 49.385000 73.532000 0.12 0.36 -0.43 0.102
H 112.670000 45.174000 71.623000 -1.02 -1.09 0.28 0.527
H 118.329000 45.737000 75.025000 0.29 0.32 0.21 0.386
H 118.511000 51.595000 75.014000 0.44 -3.11 -2.35 -0.104
C 118.105000 49.665000 77.471000 1.20 -0.59 0.15 -1.587
H 110.507000 47.174000 70.887000 -0.46 0.69 -0.10 -0.709
H 108.858000 46.999000 72.961000 0.27 -0.51 -0.41 0.184
H 118.640000 50.558000 77.226000 -0.08 1.25 0.50 0.388
H 108.703000 49.321000 72.416000 -0.86 -0.57 0.36 -0.241
H 117.239000 49.766000 78.155000 0.43 0.51 -0.64 0.345
C 114.412000 46.295000 71.696000 -2.04 -0.98 1.47 -1.359
H 110.386000 48.175000 74.431000 1.82 4.97 -2.79 -0.027
N 114.038000 52.289000 74.305000 0.83 0.27 1.52 0.467
H 112.978000 45.982000 69.298000 -1.96 1.86 2.02 0.233
C 113.295000 51.104000 74.603000 -0.59 -2.33 0.14 -0.256
H 116.985000 48.290000 76.609000 0.52 0.14 -1.87 -0.429
H 112.098000 51.305000 74.419000 3.03 -0.52 1.04 0.091
C 110.120000 47.278000 74.695000 -1.43 -5.69 0.83 -0.277
H 109.302000 47.614000 75.368000 0.46 -1.14 0.51 0.557
C 109.469000 46.315000 73.569000 2.85 2.94 -0.37 -0.969
H 113.645000 50.614000 75.640000 -1.61 1.91 -1.50 -0.075
C 106.111000 50.442000 73.544000 2.13 -0.67 -1.73 -0.280
H 114.818000 45.868000 72.666000 -0.48 -0.10 -1.50 0.246
H 116.809000 52.623000 76.228000 0.17 -1.49 0.46 0.398
N 118.629000 48.540000 75.254000 0.98 -1.30 -1.90 0.068
C 114.325000 47.738000 77.795000 0.61 1.64 -1.57 -1.001
C 110.480000 50.300000 72.046000 -0.97 0.30 0.67 -0.438
C 111.405000 46.630000 75.270000 -0.63 0.48 1.08 -0.508
H 108.794000 49.915000 70.698000 0.29 -0.05 1.61 0.164
H 112.622000 53.045000 73.089000 -0.58 -1.05 -1.10 0.250
H 116.701000 46.360000 75.565000 1.80 0.43 -2.42 -0.032
C 117.526000 46.387000 74.682000 -2.10 -3.04 -1.24 -0.820
C 119.632000 49.530000 74.680000 -2.31 1.06 6.06 -0.927
H 118.869000 49.097000 78.078000 -0.78 -0.12 -0.97 0.360
C 117.978000 47.713000 74.185000 -0.29 3.78 -0.01 -0.018
C 109.006000 50.143000 71.809000 -1.68 1.92 -2.22 0.380
C 113.491000 46.842000 76.901000 -0.24 0.09 -4.12 0.041
H 118.699000 47.889000 73.354000 -0.42 -1.67 0.22 0.453
H 110.566000 45.722000 69.986000 -0.07 0.74 -0.14 0.275
H 114.508000 47.318000 71.802000 1.34 2.28 -0.39 0.198
H 112.142000 46.452000 74.508000 0.15 0.14 -0.82 -0.065
H 108.790000 45.746000 74.112000 -0.85 -1.85 0.53 0.506
C 110.456000 47.413000 68.719000 -3.83 -1.87 -2.02 -0.971
C 112.870000 46.211000 71.556000 0.94 0.04 -1.94 0.707
H 109.511000 47.930000 68.797000 -0.60 0.12 0.74 0.240
H 106.067000 52.100000 72.227000 -0.60 2.47 0.33 0.618
C 113.756000 49.878000 73.703000 -0.65 3.36 1.15 -1.135
H 115.417000 51.323000 76.585000 0.66 -1.30 0.73 0.112
H 117.083000 48.332000 73.782000 0.76 -1.00 0.59 -0.075
H 110.896000 49.316000 71.946000 0.75 -0.39 0.31 -0.272
```
Positions in Å, forces in eV/Å.

Values from the calculation:
- Orbital gap: 8.62 eV
- SMILES string: CCN(CC)CC.CCN(CC)CC.CCCCCC.CCCCCC.CCCCCC
- Relative energy (zero: lowest compared OMol25 entry of this formula, charge and spin): 0.0 kJ/mol
- E_tot: -35246.9288 eV